Entry one
ORCA calculation (ωB97M-V/def2-TZVPD) on the molecule C3H3BrCl2S.

Atoms and positions in Å:
C -1.230 2.492 -0.056
C -1.549 3.583 0.701
C 0.294 0.669 1.194
S -1.367 0.850 0.602
Cl -0.401 2.690 -1.512
Cl -1.447 5.158 -0.027
Br -2.568 3.515 2.217
H 0.376 0.873 2.385
H 0.973 1.399 0.703
H 0.470 -0.382 1.059

Results
net charge	0
gap between HOMO and LUMO	9.345	eV
E_LUMO	0.29	eV

Entry two
ORCA calculation (ωB97M-V/def2-TZVPD) on a cluster of 2 separate species, C3H3BrCl2S in total.

Atoms and positions in Å:
C 2.018 -3.996 1.415
C 2.471 -2.898 1.933
C 0.083 -0.455 0.151
S -1.024 -1.903 0.367
Cl 0.662 -4.931 1.310
Cl 1.748 -2.075 3.372
Br 4.201 -2.195 1.579
H -0.581 0.431 0.490
H 0.426 -0.513 -1.006
H 0.851 -0.545 0.863

Results
net charge	0
gap between HOMO and LUMO (alpha / beta)	7.526 / 6.995	eV
E_LUMO (alpha / beta)	-1.71 / -1.83	eV

Calculated relative energies: entry one 0.000; entry two 3.601, given in eV

Entry one
ORCA calculation (ωB97M-V/def2-TZVPD) on a structure of composition C4H11N2O.

Atoms and positions in Å:
C 1.631 -2.047 0.105
C 0.529 -1.008 0.388
C 0.892 0.451 0.288
C -0.391 1.214 -0.038
N -1.065 1.778 1.055
O -0.943 1.034 -1.191
N -0.578 -1.181 -0.721
H 1.466 -2.995 0.619
H 1.701 -2.243 -0.970
H 2.521 -1.513 0.451
H 0.104 -1.167 1.370
H 1.482 0.468 -0.634
H 1.452 0.840 1.125
H -1.022 1.521 2.029
H -1.762 2.487 0.903
H -0.191 -1.772 -1.437
H -1.408 -1.582 -0.294
H -0.809 -0.170 -1.095

Results
2S+1	2
net charge	0
gap between HOMO and LUMO (alpha / beta)	4.708 / 9.181	eV
E_LUMO (alpha / beta)	0.68 / 0.65	eV

Entry two
ORCA calculation (ωB97M-V/def2-TZVPD) on a cluster of 2 separate species, C4H11N2O in total.

Atoms and positions in Å:
O -1.835 -0.125 0.269
C -0.793 0.098 -0.373
C 0.487 0.333 0.263
C 1.779 0.971 -0.391
C 2.653 -0.108 -1.036
N 3.175 -0.903 0.118
N -4.788 -0.174 0.966
H -0.751 0.129 -1.502
H 0.309 0.715 1.323
H 2.245 1.659 0.307
H 1.411 1.567 -1.253
H 3.449 0.288 -1.702
H 1.939 -0.693 -1.655
H 2.354 -1.078 0.693
H 3.661 -1.753 -0.084
H -4.296 0.662 0.525
H -4.052 -0.900 0.960
H -5.050 0.173 1.876

Results
2S+1	2
net charge	0
gap between HOMO and LUMO (alpha / beta)	10.274 / 7.684	eV
E_LUMO (alpha / beta)	0.85 / -1.74	eV

Entry three
ORCA calculation (ωB97M-V/def2-TZVPD) on the molecule C4H11N2O.

Atoms and positions in Å:
C -0.976 0.238 0.918
N -1.224 -0.669 2.049
C 0.129 -0.236 0.009
C 1.444 -0.364 0.743
N 0.271 0.780 -1.054
C -0.249 0.326 -2.401
O -0.421 -0.954 -2.626
H -1.879 0.239 0.300
H -0.792 1.269 1.160
H -1.918 -0.219 2.654
H -0.387 -0.674 2.641
H -0.043 -1.211 -0.458
H 2.230 -0.645 0.099
H 1.762 0.595 1.104
H 1.438 -1.011 1.589
H 1.277 0.874 -1.148
H 0.511 0.768 -3.068
H -1.175 0.895 -2.510

Results
2S+1	2
net charge	0
gap between HOMO and LUMO (alpha / beta)	10.443 / 7.623	eV
E_LUMO (alpha / beta)	0.98 / -1.83	eV

Calculated relative energies: entry one 0.524; entry two 0.000; entry three 0.163, given in eV

Entry one
ORCA calculation (ωB97M-V/def2-TZVPD) on a structure of composition C6H14O2.

Atoms and positions in Å:
C -1.475 0.733 0.279
C -0.219 -0.025 -0.029
C 1.130 0.349 0.538
C 0.255 -3.376 -1.923
C 0.573 -2.237 -1.003
C -0.346 -1.264 -0.623
H -1.944 1.146 -0.609
H -1.247 1.499 1.010
H -2.262 0.108 0.714
H 1.353 -0.217 1.444
H 1.201 1.423 0.652
H 0.996 -3.514 -2.721
H 0.261 -4.366 -1.433
H -0.751 -3.319 -2.346
H 1.633 -2.031 -0.881
H -1.353 -1.707 -0.635
H 1.960 0.105 -0.143
H 0.683 3.108 3.149
O 0.559 2.602 2.356
H -0.072 3.138 1.355
H -0.253 4.355 0.402
O -0.682 3.490 0.444

Results
2S+1	2
net charge	-1
gap between HOMO and LUMO (alpha / beta)	6.990 / 7.492	eV
E_LUMO (alpha / beta)	3.54 / 3.46	eV

Entry two
ORCA calculation (ωB97M-V/def2-TZVPD) on a cluster of 3 separate species, C6H14O2 in total.

Atoms and positions in Å:
C 0.051 1.361 -1.273
C -0.128 -0.155 -1.482
C -1.345 -0.452 -1.992
C 0.881 -1.021 -0.905
C 1.335 -0.847 0.569
C 0.723 -1.547 1.537
H -0.214 2.086 -2.122
H 1.109 1.711 -1.044
H -0.543 1.640 -0.415
H -1.923 0.310 -2.384
H -1.615 -1.502 -2.084
H 0.764 -2.064 -1.143
H 1.745 -0.728 -1.551
H 2.181 -0.200 0.693
H 0.061 -2.342 1.347
H 0.682 -1.474 2.506
H -2.710 -0.873 0.505
H -1.595 -0.262 1.342
O -2.374 -0.120 0.934
H 0.606 2.807 1.951
H 1.521 1.796 2.850
O 0.789 1.874 2.159

Results
2S+1	2
net charge	-1
gap between HOMO and LUMO (alpha / beta)	2.087 / 7.182	eV
E_LUMO (alpha / beta)	3.38 / 3.30	eV

Calculated relative energies: entry one 0.000; entry two 2.798, given in eV

Entry one
ORCA calculation (ωB97M-V/def2-TZVPD) on the ion C4H10N with charge +1.

Atoms and positions in Å:
C -1.689 -0.925 -1.583
C -0.672 0.070 -1.031
C 0.058 -0.393 0.210
C 1.577 0.676 1.812
N 0.910 0.706 0.734
H -1.922 -0.726 -2.619
H -2.592 -0.896 -0.972
H -1.367 -1.961 -1.445
H -1.256 0.954 -0.760
H 0.081 0.304 -1.786
H 0.619 -1.309 0.031
H -0.590 -0.645 1.055
H 1.241 0.026 2.618
H 2.376 1.387 1.991
H 1.064 1.428 0.032

Results
net charge	+1
gap between HOMO and LUMO	10.422	eV
E_LUMO	-5.47	eV

Entry two
ORCA calculation (ωB97M-V/def2-TZVPD) on a cluster of 2 separate species, C4H10N in total.

Atoms and positions in Å:
C 1.739 0.674 -1.148
N 1.045 0.127 -2.050
H 2.814 0.597 -1.041
H 1.309 1.205 -0.308
H 0.029 0.245 -2.026
H 1.411 -0.565 -2.679
C -0.507 0.484 2.044
C -0.623 -0.486 0.881
C -1.771 -0.913 0.357
H -0.124 0.012 2.942
H -1.497 0.891 2.238
H 0.166 1.290 1.746
H 0.306 -1.008 0.648
H -1.879 -1.790 -0.264
H -2.671 -0.385 0.650

Results
net charge	+1
gap between HOMO and LUMO	7.643	eV
E_LUMO	-5.82	eV

Calculated relative energies: entry one 0.000; entry two 1.043, given in eV

Entry one
ORCA calculation (ωB97M-V/def2-TZVPD) on a cluster of 2 separate species, C4H10N in total.

Atoms and positions in Å:
C 0.594 -3.101 -1.056
N 0.491 -2.007 -0.425
H 1.377 -3.292 -1.778
H -0.201 -3.816 -0.862
H 1.081 -1.219 -0.686
H -0.050 -1.739 0.391
C -0.123 1.654 -0.600
C 0.043 1.869 0.884
C -0.993 1.697 1.712
H 0.411 2.291 -1.310
H -1.162 1.775 -0.894
H 0.304 0.645 -0.730
H 1.019 2.153 1.258
H -0.794 1.547 2.762
H -1.995 1.542 1.334

Results
net charge	+1
gap between HOMO and LUMO	6.776	eV
E_LUMO	-6.00	eV

Entry two
ORCA calculation (ωB97M-V/def2-TZVPD) on a cluster of 2 separate species, C4H10N in total.

Atoms and positions in Å:
C 0.716 0.368 0.960
N -0.313 -0.642 0.966
C -0.478 -1.085 -0.395
C -0.039 0.073 -1.336
C 0.492 1.142 -0.368
H 1.714 -0.084 0.993
H 0.564 0.970 1.855
H -1.362 -0.365 1.312
H -2.047 0.120 1.359
H 0.265 -1.897 -0.443
H -1.426 -1.518 -0.706
H -0.788 0.483 -2.006
H 0.700 -0.442 -1.953
H 1.237 1.802 -0.797
H -0.356 1.770 -0.071

Results
net charge	+1
gap between HOMO and LUMO	7.866	eV
E_LUMO	-8.24	eV

Entry three
ORCA calculation (ωB97M-V/def2-TZVPD) on a cluster of 2 separate species, C4H10N in total.

Atoms and positions in Å:
C 0.274 -2.436 0.952
N -0.863 -1.837 1.135
H 1.147 -2.191 1.597
H 0.665 -2.901 -0.008
H -1.450 -1.385 0.387
H -1.154 -1.419 2.109
C 0.742 0.779 -1.553
C -0.407 1.360 -0.700
C -0.149 2.044 0.461
H 0.201 -0.016 -2.186
H 1.154 1.609 -2.144
H 1.475 0.423 -0.937
H -1.408 1.572 -1.090
H -0.618 2.998 0.760
H 0.391 1.401 1.218

Results
net charge	+1
gap between HOMO and LUMO	5.720	eV
E_LUMO	-6.43	eV

Entry four
ORCA calculation (ωB97M-V/def2-TZVPD) on a cluster of 2 separate species, C4H10N in total.

Atoms and positions in Å:
C -0.272 -0.472 2.449
N 0.577 -1.153 1.736
H -0.092 -0.502 3.478
H -1.230 -0.036 1.949
H 0.592 -1.111 0.681
H 1.052 -1.940 2.198
C -1.124 0.349 -0.956
C 0.278 0.836 -1.054
C 1.116 0.616 -2.108
H -1.601 0.963 -0.151
H -1.723 0.431 -1.904
H -1.203 -0.635 -0.653
H 0.736 1.530 -0.297
H 1.998 1.037 -2.271
H 0.897 0.087 -3.096

Results
net charge	+1
gap between HOMO and LUMO	7.036	eV
E_LUMO	-6.18	eV

Calculated relative energies: entry one 0.000; entry two 3.228; entry three 1.888; entry four 0.592, given in eV

Entry one
ORCA calculation (ωB97M-V/def2-TZVPD) on a structure of composition C2H4BrClIN.

Atoms and positions in Å:
C 0.044 0.561 0.480
C 0.206 -1.387 -1.058
N 0.660 -0.134 -0.621
Cl -1.513 -1.136 -1.786
Br -0.010 -2.790 0.438
I 2.718 -0.119 -0.257
H 0.124 1.673 0.256
H -1.093 0.388 0.648
H 0.336 0.408 1.537
H 0.971 -1.823 -1.886

Results
net charge	0
gap between HOMO and LUMO	8.648	eV
E_LUMO	-0.88	eV

Entry two
ORCA calculation (ωB97M-V/def2-TZVPD) on a structure of composition C2H4BrClIN.

Atoms and positions in Å:
C 0.132 -0.907 -0.056
C -0.028 1.466 0.494
N -0.300 0.449 -0.463
Cl 1.661 1.640 0.934
Br -1.260 1.616 2.045
I -1.722 0.990 -1.797
H 1.170 -1.255 -0.167
H 0.090 -0.965 1.096
H -0.626 -1.534 -0.476
H -0.261 2.790 -0.248

Results
net charge	0
gap between HOMO and LUMO	8.223	eV
E_LUMO	-0.70	eV

Calculated relative energies: entry one 0.000; entry two 1.542, given in eV

Entry one
ORCA calculation (ωB97M-V/def2-TZVPD) on a cluster of 11 separate species, C31H84O11 in total.

Atoms and positions in Å:
C -3.715 0.719 3.221
C -4.291 1.890 4.040
C -4.264 1.574 5.564
O -3.451 2.986 3.803
H -2.669 0.420 3.411
H -3.788 1.064 2.202
H -4.305 -0.185 3.334
H -5.276 2.005 3.639
H -4.679 0.564 5.777
H -4.915 2.251 6.121
H -3.303 1.711 6.050
H -3.770 3.837 4.170
C 4.157 2.763 -2.289
C 4.291 2.487 -0.790
C 5.504 3.363 -0.156
O 3.115 2.858 -0.029
H 4.216 3.834 -2.482
H 3.259 2.382 -2.816
H 4.967 2.229 -2.792
H 4.505 1.471 -0.590
H 5.133 4.354 0.103
H 6.305 3.467 -0.876
H 5.901 2.790 0.751
H 2.437 2.397 -0.516
C -3.840 2.425 -2.993
C -2.693 1.940 -3.801
C -1.466 2.821 -3.841
O -2.345 0.611 -3.378
H -3.553 2.600 -1.959
H -4.746 1.759 -3.149
H -4.173 3.362 -3.364
H -2.966 1.803 -4.862
H -1.662 3.811 -4.192
H -0.703 2.361 -4.487
H -1.108 2.957 -2.772
H -3.158 0.001 -3.372
C 3.095 -1.789 0.005
C 1.936 -2.701 0.272
C 1.279 -3.263 -1.049
O 2.322 -3.780 1.155
H 2.642 -0.927 -0.482
H 3.785 -2.349 -0.708
H 3.638 -1.479 0.841
H 1.175 -2.048 0.826
H 0.565 -2.540 -1.459
H 0.730 -4.167 -0.728
H 2.096 -3.330 -1.792
H 3.158 -3.524 1.649
C -0.805 -3.394 3.377
C 0.326 -2.539 3.927
C 0.162 -2.161 5.375
O 1.563 -3.255 3.876
H -0.980 -4.145 4.097
H -0.499 -3.803 2.447
H -1.701 -2.709 3.222
H 0.458 -1.606 3.388
H -0.723 -1.542 5.474
H 1.024 -1.593 5.840
H 0.003 -3.088 5.969
H 1.662 -3.476 2.927
C 4.862 -2.063 4.134
C 4.273 -0.719 3.898
C 4.746 0.363 4.833
O 4.493 -0.366 2.448
H 4.309 -2.804 3.524
H 4.787 -2.364 5.159
H 5.943 -2.024 3.897
H 3.212 -0.836 3.907
H 4.474 0.137 5.847
H 4.259 1.318 4.603
H 5.836 0.538 4.791
H 4.494 0.654 2.446
C 1.127 0.761 1.257
C 0.460 0.587 -0.031
C -0.931 1.192 -0.007
O 1.180 1.223 -1.121
H 0.666 0.356 2.083
H 1.190 1.812 1.471
H 2.148 0.414 1.098
H 0.362 -0.480 -0.270
H -0.804 2.285 -0.070
H -1.549 0.874 0.869
H -1.489 0.917 -0.932
H 1.054 0.582 -1.880
C 0.387 -0.286 -5.849
C 0.633 -1.176 -4.672
C 2.100 -1.508 -4.525
O 0.335 -0.663 -3.392
H -0.475 0.344 -5.754
H 0.328 -0.842 -6.847
H 1.210 0.522 -5.942
H 0.119 -2.112 -4.889
H 2.253 -2.282 -3.776
H 2.559 -0.607 -4.144
H 2.567 -1.647 -5.494
H -0.618 -0.461 -3.313
C -1.083 4.605 2.157
C -2.371 5.314 1.572
C -3.057 4.431 0.606
O -3.283 5.739 2.595
H -0.949 4.991 3.137
H -0.312 4.818 1.438
H -1.261 3.519 2.207
H -1.998 6.285 1.068
H -3.931 4.931 0.188
H -3.407 3.436 1.077
H -2.425 4.125 -0.228
H -3.270 6.691 2.698
C -0.492 -4.737 -3.735
C -1.290 -5.164 -4.923
O -2.645 -4.625 -4.723
H -0.720 -5.417 -2.912
H -0.718 -3.727 -3.390
H 0.602 -4.662 -3.927
H -1.339 -6.216 -5.091
H -0.928 -4.694 -5.823
H -3.217 -4.931 -5.409
C -2.993 -2.746 -1.406
C -4.216 -1.987 -1.792
O -4.071 -1.478 -3.180
H -2.832 -3.681 -2.038
H -3.042 -3.048 -0.384
H -2.114 -2.076 -1.608
H -4.207 -1.047 -1.276
H -5.109 -2.624 -1.644
H -3.683 -2.134 -3.740

Results
net charge	0
gap between HOMO and LUMO	9.967	eV
E_LUMO	0.48	eV

Entry two
ORCA calculation (ωB97M-V/def2-TZVPD) on a cluster of 11 separate species, C31H84O11 in total.

Atoms and positions in Å:
C -0.451 4.084 2.735
O -1.031 3.278 3.714
H -1.133 4.182 1.876
H 0.654 3.907 2.554
H -0.589 5.043 3.164
H -1.935 3.502 3.787
C 1.292 -3.563 0.668
C 0.738 -4.592 -0.290
C 0.482 -3.821 -1.625
O 1.498 -5.546 -0.526
H 1.470 -3.982 1.771
H 0.802 -2.609 0.629
H 2.284 -3.443 0.279
H -0.184 -4.967 0.178
H -0.346 -3.061 -1.390
H 0.235 -4.446 -2.525
H 1.405 -3.346 -1.973
H 1.780 -5.874 0.318
C 4.517 -1.083 0.190
C 3.614 -0.027 -0.485
C 4.348 0.778 -1.626
O 2.561 -0.547 -0.788
H 3.974 -1.636 0.942
H 5.342 -0.596 0.682
H 4.913 -1.845 -0.514
H 3.407 0.714 0.322
H 4.961 1.469 -1.180
H 3.592 1.335 -2.239
H 5.026 0.083 -2.246
H 1.837 0.011 -0.647
C 3.532 -1.931 -5.344
C 2.944 -1.449 -4.059
C 1.390 -1.330 -4.128
O 3.228 -2.083 -2.961
H 3.374 -1.319 -6.169
H 3.007 -2.823 -5.606
H 4.586 -2.143 -5.211
H 3.366 -0.486 -3.890
H 0.986 -0.935 -5.074
H 0.967 -0.610 -3.424
H 1.065 -2.359 -4.152
H 2.971 -1.519 -2.194
C 6.361 2.356 1.799
C 5.538 3.201 2.735
C 4.042 3.377 2.241
O 5.580 2.754 3.884
H 6.057 2.658 0.715
H 6.077 1.311 2.013
H 7.393 2.536 2.060
H 5.993 4.177 2.765
H 3.390 2.509 1.927
H 3.994 3.968 1.335
H 3.444 4.026 2.864
H 4.879 3.113 4.449
C -1.898 -2.644 -3.472
C -2.738 -2.282 -4.651
C -1.839 -2.348 -5.894
O -3.795 -2.926 -4.767
H -2.399 -2.804 -2.568
H -1.093 -1.842 -3.311
H -1.432 -3.522 -3.740
H -3.058 -1.202 -4.467
H -2.321 -2.254 -6.873
H -1.383 -3.338 -5.906
H -1.099 -1.532 -5.704
H -4.518 -2.322 -5.055
C -5.708 4.088 3.866
C -4.349 3.363 3.719
C -3.967 2.963 2.350
O -3.459 4.015 4.315
H -6.298 3.988 2.949
H -5.646 5.184 4.016
H -6.266 3.611 4.597
H -4.490 2.405 4.228
H -3.784 3.818 1.740
H -4.829 2.510 1.900
H -3.052 2.408 2.207
H -3.812 4.557 5.057
C -3.920 1.891 -0.672
C -4.626 0.813 -1.520
C -3.663 0.124 -2.472
O -4.941 -0.182 -0.871
H -3.087 2.498 -1.122
H -3.469 1.280 0.172
H -4.708 2.506 -0.252
H -5.400 1.304 -2.175
H -3.532 0.728 -3.363
H -4.165 -0.750 -2.803
H -2.636 -0.109 -2.071
H -5.703 -0.055 -0.296
C -3.096 -4.077 0.422
C -2.949 -2.649 0.742
C -1.855 -2.467 1.747
O -2.536 -2.004 -0.241
H -3.341 -4.493 1.402
H -2.280 -4.634 0.124
H -3.897 -4.269 -0.243
H -3.859 -2.211 1.147
H -1.473 -1.395 2.016
H -1.028 -3.064 1.385
H -2.186 -2.845 2.704
H -3.130 -1.347 -0.449
C 0.108 2.332 -1.498
C -0.033 1.584 -0.144
C -0.564 0.136 -0.266
O 1.059 1.517 0.445
H -0.859 2.789 -1.751
H 0.610 1.803 -2.234
H 0.768 3.210 -1.480
H -0.657 2.242 0.435
H -1.585 0.198 -0.024
H -0.274 -0.541 0.553
H -0.553 -0.350 -1.244
H 0.907 0.973 1.216
C 1.956 -0.628 3.078
C 1.002 0.276 3.759
C 1.597 1.293 4.673
O 0.314 0.861 2.926
H 1.485 -1.266 2.349
H 2.347 -1.402 3.725
H 2.700 0.027 2.614
H 0.222 -0.316 4.331
H 2.328 2.012 4.275
H 1.937 0.912 5.566
H 0.822 1.936 5.056
H -0.178 1.497 3.409

Results
net charge	0
gap between HOMO and LUMO	8.923	eV
E_LUMO	0.10	eV

Calculated relative energies: entry one 0.000; entry two 11.205, given in eV